# C18H22N8O3

A single C18H22N8O3 molecule (ωB97M-V with the def2-TZVPD basis set, OMol25).

Atoms and positions in Å:
C 0.41910 1.35492 -0.21374
C 0.36020 -0.17012 -0.17319
C -0.32958 -0.64909 1.11835
O -0.00043 0.08797 2.26516
C -0.43787 -0.73555 -1.35223
N 0.27870 -0.52299 -2.59532
C -0.11001 -1.09908 -3.75494
O -0.97380 -1.95118 -3.84614
C 0.68380 -0.64231 -4.94396
C 0.58503 -1.34980 -6.08699
N 1.34379 -0.93632 -7.15238
C 1.53026 -1.37629 -8.42765
N 2.38801 -0.60279 -9.04221
N 2.79212 0.37225 -8.18907
C 2.16378 0.16703 -7.05482
C 2.19468 0.85638 -5.80940
N 1.49534 0.46450 -4.79596
N 1.70437 -0.75006 -0.32112
C 2.73372 -0.67586 0.53795
O 2.68049 -0.16732 1.65168
C 4.03038 -1.31684 0.03626
C 4.13036 -1.46706 -1.44284
C 3.77580 -2.49002 -2.27822
N 3.95231 -2.13371 -3.59427
C 4.41205 -0.91229 -3.55288
N 4.52773 -0.44274 -2.28108
C 5.07642 0.82552 -1.89808
C 4.55997 2.05055 -2.59003
C 4.21096 1.79657 -1.15212
H -0.57341 1.76999 -0.03590
H 1.07804 1.72881 0.56728
H 0.77942 1.72130 -1.17784
H -1.40876 -0.54395 0.98208
H -0.11153 -1.71820 1.23986
H 0.96980 0.06760 2.34356
H -0.59528 -1.80863 -1.22684
H -1.42148 -0.25906 -1.37831
H 0.86393 0.29405 -2.70087
H -0.05199 -2.21452 -6.19077
H 1.03610 -2.23653 -8.84455
H 2.82730 1.73209 -5.71472
H 1.90463 -1.19122 -1.20878
H 4.84623 -0.72294 0.44754
H 4.09188 -2.30108 0.50453
H 3.40282 -3.46387 -2.00159
H 4.68897 -0.30891 -4.40329
H 6.12935 0.79823 -1.64785
H 5.27010 2.82836 -2.82851
H 3.77059 1.90228 -3.31450
H 3.19627 1.49020 -0.94364
H 4.67680 2.39405 -0.38236

Atomic forces in eV per Å
C -0.007 0.008 0.003
C 0.075 -0.145 0.021
C 0.003 0.000 0.014
O 0.000 -0.014 -0.004
C -0.051 0.116 -0.005
N -0.155 0.210 -0.070
C 0.131 -0.175 0.054
O -0.004 0.001 -0.001
C -0.004 -0.001 0.004
C -0.005 0.001 -0.013
N -0.001 -0.003 0.007
C 0.003 -0.007 -0.001
N -0.008 0.003 -0.011
N 0.012 0.001 0.000
C -0.007 0.004 0.005
C 0.007 0.001 0.000
N 0.002 0.008 -0.001
N 0.003 -0.002 -0.005
C 0.005 0.006 -0.003
O -0.002 -0.009 -0.003
C -0.005 0.006 0.001
C 0.019 -0.003 0.000
C -0.014 -0.006 -0.004
N -0.004 0.001 -0.007
C 0.003 0.000 0.001
N -0.001 -0.008 -0.005
C -0.012 0.026 -0.001
C 0.007 -0.003 0.004
C -0.009 -0.009 -0.015
H 0.000 -0.002 -0.006
H 0.001 -0.002 -0.001
H 0.003 0.002 0.003
H -0.001 0.003 -0.001
H -0.004 0.001 0.000
H 0.001 0.010 0.001
H 0.003 0.000 -0.002
H -0.001 -0.002 -0.003
H 0.006 -0.008 0.008
H 0.001 -0.002 0.000
H 0.000 -0.001 0.001
H -0.001 -0.004 0.004
H -0.002 -0.005 0.003
H 0.000 -0.002 0.002
H 0.002 0.000 0.004
H 0.003 0.002 0.005
H 0.001 -0.002 0.001
H 0.004 -0.010 0.006
H 0.001 0.004 0.000
H -0.003 0.001 -0.004
H -0.003 0.004 0.017
H 0.005 0.003 -0.002

The calculation puts the energy relative to the best compared isomer or geometry (same formula, charge and spin) at 0.260 eV. Its SMILES is C[C@@](CO)(CNC(=O)c1cn2cnnc2cn1)NC(=O)Cc1cncn1C1CC1.